DFT (wB97M-V/def2-TZVPD) results for a 7-piece molecular cluster, C21H63BFO25P7 overall in a non-equilibrium geometry.

```
! RIJCOSX wB97M-V def2-TZVPD def2/J DEFGRID3
* xyz 0 1
C -5.404 -1.332 -4.318
C -4.870 -1.138 -2.875
C -3.354 -1.147 -2.857
F -2.927 -1.378 -1.535
B -2.666 0.211 -3.315
P -3.121 1.952 -2.622
O -2.027 2.349 -1.684
H -6.292 -0.729 -4.485
H -4.632 -1.088 -5.049
H -5.707 -2.365 -4.470
H -5.323 -0.284 -2.380
H -5.183 -2.025 -2.324
H -3.018 -1.961 -3.502
H -1.792 0.185 -4.120
H -4.359 1.907 -1.945
H -3.201 2.807 -3.744
C -0.461 -3.065 -0.798
O 0.075 -4.202 -0.071
P -0.430 -4.336 1.512
O 0.892 -4.560 2.151
O -1.260 -5.704 1.246
C -0.740 -6.722 0.397
O -1.347 -3.984 2.820
C -1.323 -4.924 3.892
H -0.070 -3.084 -1.812
H -1.549 -3.121 -0.835
H -0.156 -2.131 -0.321
H 0.339 -6.828 0.513
H -0.988 -6.511 -0.642
H -1.219 -7.657 0.683
H -0.306 -5.114 4.227
H -1.808 -5.856 3.605
H -1.883 -4.477 4.713
C 3.910 -2.196 -4.564
O 4.233 -1.081 -3.696
P 2.923 -0.177 -3.189
O 3.402 1.190 -3.491
O 3.096 -0.592 -1.638
C 4.379 -0.621 -1.014
O 1.317 -0.037 -3.028
C 0.866 0.945 -2.082
H 4.837 -2.701 -4.825
H 3.252 -2.905 -4.055
H 3.431 -1.842 -5.479
H 5.011 0.196 -1.362
H 4.864 -1.579 -1.197
H 4.221 -0.512 0.056
H 1.283 1.927 -2.289
H 1.113 0.640 -1.067
H -0.217 1.010 -2.169
C 2.146 5.659 0.355
O 1.988 4.290 0.793
P 2.251 3.940 2.399
O 3.157 2.778 2.291
O 0.702 3.549 2.676
C -0.025 2.748 1.749
O 2.432 4.476 3.917
C 2.241 3.513 4.953
H 1.932 5.695 -0.709
H 1.450 6.317 0.879
H 3.170 5.997 0.521
H 0.600 1.968 1.313
H -0.452 3.370 0.964
H -0.842 2.275 2.292
H 2.883 2.644 4.824
H 1.200 3.203 5.007
H 2.507 3.987 5.896
C 6.239 0.166 -5.940
O 6.334 0.186 -7.390
P 7.846 0.212 -8.072
O 7.710 1.315 -9.045
O 7.690 -1.265 -8.729
C 6.487 -1.648 -9.384
O 9.442 0.012 -7.880
C 10.210 -0.190 -9.065
H 5.190 0.147 -5.666
H 6.729 -0.725 -5.538
H 6.696 1.061 -5.518
H 6.056 -0.820 -9.948
H 5.766 -2.024 -8.660
H 6.735 -2.453 -10.074
H 10.046 0.612 -9.782
H 9.982 -1.154 -9.516
H 11.256 -0.182 -8.766
C -1.982 4.145 5.629
O -2.102 3.036 6.553
P -1.959 3.354 8.179
O -0.985 2.323 8.590
O -3.501 2.966 8.495
C -4.096 1.808 7.918
O -1.937 4.453 9.368
C -2.161 3.970 10.692
H -2.103 3.764 4.619
H -2.756 4.891 5.826
H -0.996 4.602 5.721
H -3.391 0.979 7.864
H -4.483 2.037 6.925
H -4.931 1.521 8.555
H -1.464 3.174 10.945
H -3.187 3.626 10.811
H -1.992 4.808 11.364
C -6.516 -3.345 3.211
O -5.662 -2.812 2.172
P -5.813 -1.203 1.779
O -5.913 -1.278 0.305
O -4.340 -0.821 2.321
C -3.218 -1.654 2.034
O -6.390 0.263 2.163
C -5.792 1.377 1.505
H -6.277 -4.397 3.333
H -6.342 -2.830 4.158
H -7.566 -3.252 2.928
H -3.283 -2.063 1.023
H -3.141 -2.456 2.761
H -2.321 -1.039 2.105
H -5.828 1.264 0.423
H -4.764 1.518 1.835
H -6.372 2.255 1.782
*
```

Properties
E_tot = -142400.05444 eV
LUMO level = -1.31 eV
Orbital gap = 8.5 eV

Mulliken population analysis, charges in e, atoms 1 to 99: C -1.308; C 0.091; C -0.095; F -0.165; B 0.256; P 0.262; O -0.453; H 0.364; H 0.312; H 0.351; H 0.036; H 0.222; H 0.259; H -0.033; H -0.041; H 0.020; C -0.800; O -0.396; P 1.103; O -0.718; O -0.284; C -0.681; O -0.286; C -0.739; H 0.323; H 0.397; H 0.374; H 0.329; H 0.219; H 0.250; H 0.321; H 0.298; H 0.268; C -0.840; O -0.302; P 1.020; O -0.706; O -0.147; C -0.747; O -0.304; C -0.423; H 0.261; H 0.359; H 0.395; H 0.304; H 0.257; H 0.240; H 0.402; H 0.323; H -0.122; C -0.819; O -0.131; P 0.868; O -0.646; O -0.168; C -0.586; O -0.435; C -0.500; H 0.226; H 0.339; H 0.356; H 0.232; H 0.329; H 0.227; H 0.300; H 0.164; H 0.247; C -0.579; O -0.276; P 1.047; O -0.666; O -0.309; C -0.586; O -0.414; C -0.578; H 0.071; H 0.326; H 0.384; H 0.332; H 0.178; H 0.255; H 0.299; H 0.244; H 0.248; C -0.680; O -0.167; P 1.037; O -0.658; O -0.350; C -0.597; O -0.413; C -0.593; H 0.165; H 0.351; H 0.336; H 0.323; H 0.191; H 0.263; H 0.297

DFT (wB97M-V/def2-TZVPD) results for a 11-piece molecular cluster, C21H64N12O11 overall in a non-equilibrium geometry.

```
! RIJCOSX wB97M-V def2-TZVPD def2/J DEFGRID3
* xyz 0 1
C -4.123 -0.516 1.225
O -4.435 0.273 2.108
N -3.601 -0.214 -0.003
N -4.282 -1.893 1.380
H -3.534 -0.918 -0.727
H -3.391 0.762 -0.189
H -3.892 -2.580 0.742
H -4.682 -2.267 2.233
C 0.036 2.303 -3.573
O -0.396 2.360 -2.396
N -0.476 3.176 -4.542
N 0.980 1.482 -4.112
H -0.125 3.237 -5.496
H -1.179 3.854 -4.263
H 1.549 0.806 -3.599
H 1.222 1.504 -5.097
C -1.055 -5.446 -0.111
O -1.555 -6.085 -0.954
N -0.202 -5.937 0.913
N -1.208 -4.072 0.083
H 0.210 -5.332 1.607
H -0.156 -6.944 1.013
H -0.655 -3.530 0.732
H -1.757 -3.533 -0.585
C -2.569 -2.466 -3.027
O -2.534 -2.421 -1.775
N -1.664 -1.923 -3.877
N -3.521 -3.246 -3.689
H -1.778 -2.038 -4.873
H -0.892 -1.330 -3.585
H -4.302 -3.673 -3.208
H -3.738 -3.074 -4.671
C 0.042 -0.385 0.257
O 0.114 -1.366 0.966
N 0.603 0.834 0.517
N -0.615 -0.415 -0.998
H 0.514 1.549 -0.196
H 1.030 0.921 1.437
H -1.176 -1.237 -1.214
H -0.748 0.448 -1.514
C 2.438 -1.673 -3.425
O 2.789 -0.478 -3.329
N 2.420 -2.387 -4.594
N 2.016 -2.438 -2.379
H 2.748 -1.960 -5.457
H 2.109 -3.352 -4.717
H 1.655 -3.390 -2.394
H 1.808 -2.047 -1.469
C -3.867 2.926 -2.977
C -3.727 3.357 -1.502
C -5.023 3.265 -0.732
O -2.764 2.510 -0.844
H -4.920 2.881 -3.249
H -3.414 1.933 -3.067
H -3.418 3.651 -3.654
H -3.421 4.412 -1.518
H -4.829 3.364 0.335
H -5.501 2.311 -0.962
H -5.691 4.064 -1.061
H -1.958 2.565 -1.374
C 4.193 1.670 3.585
C 2.741 2.028 3.832
C 2.252 3.444 3.553
O 1.965 1.098 3.036
H 4.643 2.139 2.704
H 4.301 0.592 3.477
H 4.875 2.013 4.369
H 2.510 1.824 4.877
H 2.343 4.044 4.457
H 1.279 3.424 3.048
H 2.858 3.990 2.814
H 1.998 0.216 3.412
C 4.022 0.592 -0.336
C 3.828 1.914 -1.119
C 4.462 3.146 -0.488
O 4.418 1.823 -2.415
H 3.453 -0.184 -0.861
H 3.605 0.747 0.661
H 5.073 0.293 -0.437
H 2.758 2.122 -1.224
H 4.076 4.020 -1.003
H 5.540 3.070 -0.591
H 4.264 3.243 0.583
H 4.153 1.012 -2.843
C 2.663 -4.536 3.395
C 2.144 -3.424 2.429
C 2.726 -3.515 1.014
O 0.741 -3.549 2.337
H 3.729 -4.405 3.562
H 2.480 -5.496 2.921
H 2.109 -4.379 4.326
H 2.466 -2.496 2.945
H 2.195 -2.708 0.479
H 2.398 -4.450 0.543
H 3.806 -3.378 1.015
H 0.468 -2.695 2.004
C -1.696 1.479 4.486
C -2.286 2.636 3.700
C -1.731 2.742 2.309
O -3.718 2.496 3.688
H -2.083 1.457 5.505
H -0.605 1.558 4.482
H -2.021 0.525 4.052
H -2.181 3.565 4.282
H -0.668 3.002 2.301
H -2.203 3.530 1.709
H -1.936 1.837 1.721
H -3.919 1.740 3.137
*
```

Properties
E_tot = -63225.82962 eV
LUMO level = -0.23 eV
Orbital gap = 8.6 eV

Mulliken population analysis, charges in e, atoms 1 to 99: C 0.589; O -0.752; N 0.034; N -0.358; H 0.161; H 0.027; H 0.136; H 0.230; C 0.501; O -0.715; N -0.460; N -0.199; H 0.149; H 0.214; H 0.141; H 0.212; C 0.350; O -0.631; N -0.287; N -0.093; H 0.267; H 0.183; H 0.413; H 0.019; C 0.511; O -0.794; N -0.243; N -0.498; H 0.172; H 0.085; H 0.257; H 0.189; C 0.129; O -1.122; N 0.519; N 1.580; H 0.033; H 0.024; H -0.342; H -0.479; C 0.502; O -0.696; N -0.452; N -0.037; H 0.237; H 0.165; H 0.237; H -0.253; C -1.004; C 0.658; C -1.638; O -0.376; H 0.343; H 0.173; H 0.153; H 0.392; H 0.324; H 0.387; H 0.459; H 0.193; C -1.298; C 0.599; C -1.029; O -0.491; H 0.180; H 0.273; H 0.410; H 0.370; H 0.375; H 0.039; H 0.319; H 0.006; C -0.166; C 1.570; C -1.500; O -0.646; H -0.393; H -0.072; H 0.475; H -0.442; H 0.429; H 0.399; H 0.070; H 0.360; C -1.593; C 0.631; C -0.399; O -0.651; H 0.409; H 0.357; H 0.394; H -0.037; H -0.328; H 0.263; H 0.451; H 0.665; C -0.827; C 0.151; C 0.422

Q: Number 2 is which compound?
A: C21H64N12O11

Q: What is the LUMO level in the first record?
A: -1.31 eV

Q: What is the LUMO level in the first record?
A: -1.31 eV

Q: Which formula does entry 2 have?
A: C21H64N12O11